CH5N3O3 in the gas phase at a distorted geometry, computed with the ωB97M-V functional and the def2-TZVPD basis.

Last columns: bonded neighbours and bond lengths (Å).
Cartesian coordinates (Å):
1 O 0.305 1.086 0.471  C10 1.422, N11 1.382
2 H 1.037 -0.929 -0.043  C10 1.134
3 H 1.448 -0.226 1.301  C10 0.992
4 H -4.204 -1.003 0.520  N8 0.986
5 N -2.660 -0.008 0.026  O6 1.188, O7 1.491, N8 1.250
6 O -2.999 1.077 0.368  N5 1.188
7 O -1.336 -0.074 -0.655  N5 1.491, N11 1.412
8 N -3.309 -1.073 0.112  H4 0.986, N5 1.250
9 H -0.357 1.451 -1.451  N11 1.053
10 C 1.315 0.090 0.371  O1 1.422, H2 1.134, H3 0.992, H12 1.081
11 N -0.684 1.167 -0.491  O1 1.382, O7 1.412, H9 1.053
12 H 2.173 0.381 -0.219  C10 1.081

The calculation puts the gap between HOMO and LUMO at 11.219 eV. As for the HOMO energy: -10.27 eV. Its total energy is -11722.877 eV. Its charge is 0. The structure (SMILES) is [H]/N=[N+](\[O-])ONOC. Its relative energy (zero: lowest compared OMol25 entry of this formula, charge and spin) is 135.1 kcal per mole.

Mulliken population analysis, charges in e, atoms 1 to 4:
1 O -0.266
2 H 0.292
3 H 0.366
4 H 0.263